No. 1
# C3H2N2OS

The molecule C3H2N2OS in a non-equilibrium geometry (ωB97M-V with the def2-TZVPD basis set, the Open Molecules 2025 dataset).

Each line ends with the natural charge from an NBO analysis.
Positions of all 9 atoms, in Å:
C: -0.892 0.781 0.446  -0.417
C: -0.011 -0.109 0.866  0.084
C: -0.988 1.460 -0.714  0.241
N: -1.132 1.739 -1.833  -0.289
N: 0.937 -0.837 0.202  -0.795
O: 1.506 -2.495 -1.536  -0.820
S: 2.045 -1.468 -0.685  1.531
H: -1.400 1.215 1.306  0.243
H: -0.064 -0.286 1.947  0.222

Summary:
- strongest force on any atom (eV/Å) = 5.0
- net charge = 0
- frontier orbital gap (Ha) = 0.2902
- spin multiplicity = 1
- electronic energy (eV) = -19003.23121
- relative energy (zero: lowest compared OMol25 entry of this formula, charge and spin) (kcal per mole) = 53.53



No. 2
# C29H46ClIrN3O2SeSi2

A structure of composition C29H46ClIrN3O2SeSi2 (ωB97M-V with the def2-TZVPD basis set, the Open Molecules 2025 dataset).

Each line ends with the Löwdin spin population.
Positions of all 85 atoms, in Å:
Ir: 0.149 1.239 0.852  2.610
C: 0.983 5.905 -0.524  0.019
Si: 0.491 4.452 0.554  0.053
C: 1.135 4.687 2.291  0.002
C: -1.384 4.384 0.507  0.013
C: 1.173 2.828 -0.162  0.249
C: 0.573 2.543 -1.496  0.046
C: 0.800 3.140 -2.730  0.004
C: 0.041 2.727 -3.815  0.005
C: -0.927 1.742 -3.660  0.008
C: -1.096 1.181 -2.409  0.022
N: -0.352 1.573 -1.374  0.153
Si: 3.033 2.467 -0.003  0.053
C: 3.472 1.069 -1.173  0.001
C: 3.441 2.006 1.770  0.026
C: 4.058 3.962 -0.476  0.018
H: 0.582 6.823 -0.083  0.003
H: 0.565 5.825 -1.532  0.000
H: 2.065 6.025 -0.610  0.000
H: 0.622 5.535 2.756  0.000
H: 2.205 4.917 2.289  0.000
H: 0.968 3.811 2.923  0.001
H: -1.788 5.303 0.944  0.001
H: -1.824 3.540 1.047  0.003
H: -1.739 4.333 -0.528  0.000
H: 1.549 3.915 -2.831  0.001
H: 0.195 3.183 -4.785  0.000
H: -1.541 1.423 -4.491  0.001
H: -1.835 0.413 -2.211  0.001
H: 2.891 0.163 -0.978  0.001
H: 4.530 0.812 -1.058  0.000
H: 3.317 1.365 -2.215  0.000
H: 2.723 1.323 2.237  0.013
H: 3.487 2.897 2.402  0.001
H: 4.421 1.520 1.807  0.002
H: 3.853 4.295 -1.498  0.000
H: 5.121 3.706 -0.422  0.003
H: 3.889 4.806 0.199  0.000
C: 0.309 -3.720 3.870  0.004
C: -0.511 -4.344 2.745  0.002
C: -1.928 -3.782 2.653  0.001
C: -1.981 -2.359 2.113  0.003
N: -1.595 -2.301 0.702  0.013
C: -0.442 -1.850 0.196  0.030
Se: 0.985 -1.078 1.164  0.262
N: -0.461 -1.995 -1.139  0.010
C: 0.647 -1.692 -2.051  0.001
C: 1.789 -2.698 -2.001  0.004
C: 1.406 -4.150 -2.301  0.000
C: 0.781 -4.906 -1.126  0.000
C: -1.690 -2.528 -1.515  0.003
C: -2.219 -2.861 -2.757  0.001
C: -3.501 -3.376 -2.769  0.003
C: -4.232 -3.557 -1.586  0.002
C: -3.700 -3.236 -0.353  0.002
C: -2.409 -2.721 -0.343  0.002
H: 1.300 -4.172 3.932  0.000
H: -0.185 -3.869 4.834  0.000
H: 0.448 -2.644 3.730  0.004
H: -0.575 -5.423 2.897  0.000
H: 0.000 -4.212 1.784  0.001
H: -2.382 -3.766 3.648  0.000
H: -2.557 -4.428 2.035  0.000
H: -1.309 -1.703 2.661  0.002
H: -2.982 -1.941 2.183  0.000
H: 1.003 -0.689 -1.819  0.000
H: 0.214 -1.660 -3.051  0.000
H: 2.284 -2.640 -1.028  0.003
H: 2.521 -2.350 -2.735  0.000
H: 2.315 -4.676 -2.599  0.000
H: 0.744 -4.188 -3.174  0.000
H: 1.379 -4.769 -0.220  0.000
H: 0.744 -5.976 -1.333  0.000
H: -0.241 -4.589 -0.908  0.000
H: -1.660 -2.732 -3.675  0.000
H: -3.953 -3.649 -3.714  0.000
H: -5.234 -3.961 -1.644  0.000
H: -4.264 -3.379 0.560  0.000
Cl: -3.072 0.197 4.616  0.002
C: -3.227 1.338 3.255  0.009
C: -1.999 1.274 2.380  0.034
O: -0.879 1.638 2.829  0.158
O: -2.095 0.871 1.181  0.127
H: -3.317 2.336 3.674  0.001
H: -4.112 1.083 2.685  0.002

Summary:
- ⟨S²⟩ = 6.0100
- strongest force on any atom (eV/Å) = 0.7
- net charge = +1
- frontier orbital gap (spin up / spin down) (Ha) = 0.2956 / 0.2651
- spin multiplicity = 5
- electronic energy (eV) = -135844.35530



No. 3
# C5H10Cl10

A structure of composition C5H10Cl10 in a non-equilibrium geometry (ωB97M-V with the def2-TZVPD basis set, the Open Molecules 2025 dataset).

Each line ends with the natural charge from an NBO analysis.
Positions of all 25 atoms, in Å:
C: -1.029 -0.073 -0.587  -0.333
Cl: 0.281 0.117 -1.799  -0.005
Cl: -1.914 -1.590 -0.817  -0.037
H: -0.587 -0.171 0.405  0.166
H: -1.704 0.783 -0.617  0.127
C: 2.295 -0.898 1.563  -0.423
Cl: 0.994 -0.058 0.724  0.010
Cl: 1.654 -1.258 3.164  -0.039
H: 2.509 -1.850 1.079  0.216
H: 3.222 -0.333 1.663  0.250
C: -3.751 3.075 -0.536  -0.424
Cl: -2.858 4.584 -0.397  -0.031
Cl: -2.665 1.737 -0.231  0.059
H: -4.535 3.087 0.221  0.231
H: -4.086 3.172 -1.569  0.238
C: -0.148 -2.796 1.248  -0.407
Cl: -1.466 -4.008 1.590  -0.042
Cl: -0.702 -1.238 1.803  0.048
H: 0.766 -3.223 1.659  0.229
H: 0.007 -2.754 0.170  0.228
C: 2.615 0.712 -1.722  -0.420
Cl: 3.470 1.351 -0.371  -0.009
Cl: 3.709 0.185 -3.057  -0.064
H: 1.915 -0.090 -1.489  0.216
H: 2.008 1.536 -2.097  0.214

Summary:
- strongest force on any atom (eV/Å) = 9.1
- net charge = 0
- frontier orbital gap (Ha) = 0.3376
- spin multiplicity = 1
- electronic energy (eV) = -130561.57073
- relative energy (zero: lowest compared OMol25 entry of this formula, charge and spin) (kcal per mole) = 230.83